(1)
Molecular formula: C16H26N4O4
Method: DFT, ωB97M-V/def2-TZVPD

Calculated values
* multiplicity: 1
* LUMO energy: 0.584 eV
* energy relative to the best compared isomer or geometry (same formula, charge and spin): 3.2 kcal per mole
* gap between HOMO and LUMO: 0.3807 Ha
* HOMO: -0.359 Eh
* SMILES string: CC(C)CCNC(=O)NC(=O)CN1C(=O)NC2(CCCCC2)C1=O
* net charge: 0

Each line ends with the Löwdin charge.
Geometry (Å):
1 C 3.3522 2.6667 -3.6786  -0.077
2 C 3.4702 1.1455 -3.7413  -0.449
3 C 4.6800 0.7525 -4.5878  -0.083
4 C 3.6049 0.5217 -2.3463  -0.167
5 C 2.4176 0.7664 -1.4127  -0.178
6 N 1.1916 0.1954 -1.9232  0.089
7 C 0.5238 -0.7835 -1.2755  -0.520
8 O 0.8704 -1.2438 -0.2114  0.088
9 N -0.5975 -1.2239 -1.9861  0.177
10 C -1.6945 -1.9385 -1.5635  -0.435
11 O -2.5815 -2.1787 -2.3443  0.101
12 C -1.7115 -2.4696 -0.1434  -0.013
13 N -1.5623 -1.4569 0.8752  0.070
14 C -1.1310 -1.8159 2.1680  -0.485
15 O -0.9434 -2.9399 2.5453  0.113
16 N -1.0339 -0.6640 2.8653  0.184
17 C -1.2409 0.5110 2.0541  -0.354
18 C -2.3674 1.4023 2.5898  -0.105
19 C -1.9416 2.1420 3.8545  -0.190
20 C -0.6814 2.9629 3.6008  -0.201
21 C 0.4524 2.0608 3.1235  -0.186
22 C 0.0498 1.3197 1.8530  -0.106
23 C -1.6391 -0.1135 0.7174  -0.375
24 O -1.9469 0.4853 -0.2869  0.121
25 H 3.3409 3.0829 -4.6834  0.077
26 H 4.2005 3.0893 -3.1446  0.085
27 H 2.4391 2.9779 -3.1777  0.066
28 H 2.5744 0.7422 -4.2272  0.125
29 H 4.5889 1.1534 -5.5945  0.076
30 H 5.5939 1.1425 -4.1453  0.081
31 H 4.7670 -0.3293 -4.6570  0.077
32 H 3.7387 -0.5565 -2.4548  0.120
33 H 4.4990 0.9222 -1.8648  0.121
34 H 2.6063 0.2805 -0.4531  0.118
35 H 2.2763 1.8374 -1.2400  0.116
36 H 0.8203 0.5851 -2.7737  0.139
37 H -0.7285 -0.8522 -2.9198  0.158
38 H -2.6623 -2.9965 -0.0047  0.147
39 H -0.8877 -3.1810 -0.0107  0.145
40 H -0.6177 -0.6354 3.7795  0.157
41 H -2.6261 2.1168 1.8062  0.129
42 H -3.2454 0.7852 2.7904  0.129
43 H -2.7535 2.7954 4.1779  0.112
44 H -1.7562 1.4229 4.6553  0.111
45 H -0.3850 3.4812 4.5145  0.109
46 H -0.8889 3.7167 2.8385  0.117
47 H 1.3451 2.6561 2.9234  0.112
48 H 0.7045 1.3438 3.9078  0.111
49 H -0.1300 2.0331 1.0462  0.131
50 H 0.8409 0.6370 1.5361  0.115

=====

(2)
Molecular formula: C16H26O11S
Method: DFT, ωB97M-V/def2-TZVPD

Calculated values
* multiplicity: 1
* LUMO energy: -0.354 eV
* energy relative to the best compared isomer or geometry (same formula, charge and spin): 29.0 kcal per mole
* gap between HOMO and LUMO: 0.3711 Ha
* HOMO: -0.384 Eh
* SMILES string: C[C@H]1COC(=O)O1.C[C@H]1COC(=O)O1.C[C@H]1COC(=O)O1.O=S1(=O)CCCC1
* net charge: 0

Each line ends with the Löwdin charge.
Geometry (Å):
1 C -30.7755 -13.3950 12.0321  -0.032
2 C -30.8782 -14.5754 11.2079  -0.373
3 C -29.6280 -15.0108 10.5592  -0.065
4 O -29.6289 -16.4670 10.5575  0.112
5 C -30.5706 -16.8117 11.3825  -0.617
6 O -30.8678 -17.9725 11.7055  0.109
7 O -31.1159 -15.7696 11.9348  0.092
8 H -30.0639 -13.6602 12.8641  0.127
9 H -31.7590 -12.8989 12.4553  0.111
10 H -30.8033 -12.4445 11.4568  0.098
11 H -31.6451 -14.5596 10.3607  0.177
12 H -28.6867 -14.8940 11.0635  0.146
13 H -29.4928 -14.7862 9.5813  0.108
14 C -34.9240 -11.6505 14.6755  -0.012
15 C -36.4924 -11.7780 14.6628  -0.357
16 C -37.2499 -10.7327 15.3324  -0.183
17 O -38.0574 -10.1862 14.4228  0.131
18 C -37.9768 -10.8275 13.2930  -0.536
19 O -38.4758 -10.4412 12.2308  0.140
20 O -37.0567 -11.7983 13.3663  0.093
21 H -34.5877 -10.6436 14.5521  0.051
22 H -34.4182 -12.4134 13.8724  0.113
23 H -34.6627 -12.0243 15.7820  0.128
24 H -36.7203 -12.6120 15.1700  0.105
25 H -36.3946 -9.9349 15.8328  0.196
26 H -37.7678 -11.0291 16.2489  0.138
27 C -34.8267 -12.4745 9.2700  0.009
28 C -34.7598 -11.0393 9.8852  -0.169
29 C -33.9457 -9.9508 9.1648  -0.121
30 O -34.7866 -8.8774 9.3241  0.066
31 C -36.0708 -9.2588 9.3393  -0.630
32 O -37.0483 -8.4970 9.3510  0.120
33 O -36.1023 -10.4504 9.6550  0.127
34 H -33.9891 -13.0805 9.4552  0.054
35 H -35.0827 -12.4940 8.2278  0.100
36 H -35.4487 -13.0192 9.8277  0.019
37 H -34.5856 -11.2070 10.9962  0.168
38 H -33.5751 -9.9080 8.1592  0.137
39 H -33.0628 -9.7798 9.7635  0.125
40 O -36.1452 -18.4078 11.2755  -0.325
41 S -35.8656 -17.1875 10.4858  0.605
42 O -35.6782 -17.3608 9.0818  -0.307
43 C -37.0964 -16.0389 10.7159  -0.260
44 C -36.7468 -15.2933 12.1033  -0.153
45 C -35.2391 -15.1389 12.1090  -0.263
46 C -34.6350 -16.1645 11.2046  -0.266
47 H -38.2390 -16.5245 10.5678  0.195
48 H -36.9182 -15.4084 9.9495  0.037
49 H -37.2225 -14.3438 12.4218  0.100
50 H -37.0627 -16.2411 12.8484  0.173
51 H -34.7608 -15.3780 13.1328  0.150
52 H -34.7324 -14.3315 11.8736  0.028
53 H -33.7982 -17.0587 11.6249  0.203
54 H -34.1410 -15.5992 10.4349  0.076

=====

(3)
Molecular formula: C16H27AlBBrCl6CsF3N4O15SSi
Method: DFT, ωB97M-V/def2-TZVPD

Calculated values
* multiplicity: 1
* LUMO energy: -4.918 eV
* gap between HOMO and LUMO: 0.0334 Ha
* HOMO: -0.214 Eh
* net charge: 0

Each line ends with the Löwdin charge.
Geometry (Å):
1 N -3.9179 -2.3497 6.9717  -0.079
2 C -4.0534 -1.1669 6.1259  -0.530
3 O -3.5980 -0.1437 6.4846  0.137
4 C -4.7499 -1.3666 4.7600  -0.276
5 C -5.8205 -0.2799 4.3756  -0.212
6 Si -7.0901 0.1791 5.7074  0.406
7 N -8.0516 1.5202 5.0839  -0.020
8 N -6.3839 0.7632 7.2161  0.057
9 C -6.5551 -0.0302 8.0864  -0.833
10 S -6.4841 -1.2655 9.0736  0.780
11 O -8.1933 -1.0440 6.0840  0.056
12 B -8.2090 -2.1230 5.2147  -0.875
13 O -8.4946 -2.0344 3.8572  0.163
14 O -7.8978 -3.3743 5.7439  0.166
15 H -3.3231 -2.9951 6.4415  -0.031
16 H -4.8200 -2.8304 7.0128  0.025
17 H -5.2296 -2.3749 4.6197  0.107
18 H -3.9174 -1.2923 3.9809  -0.131
19 H -6.3127 -0.6309 3.4500  0.073
20 H -5.3074 0.6618 4.1037  0.040
21 H -7.4025 2.2906 4.9327  0.031
22 H -8.5230 1.2592 4.2217  0.038
23 H -7.9161 -2.6905 3.4427  0.108
24 H -7.2601 -3.2490 6.4634  0.094
25 C -3.4243 0.9529 1.5338  -1.971
26 Cl -2.8472 1.3347 3.1624  0.632
27 Cl -2.1339 1.2439 0.3657  0.584
28 Cl -3.9039 -0.7670 1.4665  0.299
29 Cl -4.8170 1.9606 1.1426  0.589
30 Cs -2.7733 -2.8002 2.7749  1.134
31 C 1.4817 1.5406 -1.1332  -0.019
32 N 1.9103 0.1781 -1.5727  -0.552
33 O 3.0995 -0.0954 -1.4907  0.000
34 O 1.0442 -0.5734 -1.9982  0.029
35 H 2.3550 2.1039 -0.7799  0.039
36 H 1.0259 2.0355 -1.9984  0.047
37 H 0.7621 1.4137 -0.3293  0.091
38 C 0.7638 6.9703 -5.4863  -0.058
39 C -0.1624 6.8731 -4.2922  -0.183
40 O -0.9525 5.6660 -4.3447  0.044
41 C -0.3434 4.5558 -3.9598  -0.398
42 O 0.7910 4.4760 -3.5831  0.151
43 C -1.3077 3.3708 -4.0248  -0.526
44 F -1.9901 3.3270 -5.1753  0.175
45 F -2.2137 3.4100 -3.0368  0.169
46 F -0.6453 2.2052 -3.9082  0.109
47 H 0.1979 6.8909 -6.4161  0.085
48 H 1.2995 7.9189 -5.4774  0.087
49 H 1.4954 6.1621 -5.4859  0.074
50 H -0.8693 7.7005 -4.3058  0.128
51 H 0.3844 6.9287 -3.3508  0.133
52 C 5.2819 -1.5295 -3.1791  -0.031
53 C 6.0192 -1.5751 -4.4940  -0.332
54 C 5.3203 -0.8454 -5.6057  -0.140
55 O 5.7549 -1.5496 -6.7641  0.071
56 C 6.0542 -2.8230 -6.3642  -0.539
57 O 6.2617 -3.7257 -7.0996  0.186
58 O 6.0752 -2.9098 -5.0033  0.080
59 H 5.8469 -2.0576 -2.4102  0.087
60 H 5.1271 -0.5013 -2.8480  0.061
61 H 4.3131 -2.0294 -3.2528  0.095
62 H 7.0450 -1.2179 -4.3648  0.168
63 H 5.6123 0.2036 -5.6627  0.139
64 H 4.2257 -0.9098 -5.5491  0.095
65 Br -2.7299 -4.1093 8.5978  -0.426
66 Al 2.5891 1.0071 -3.8038  1.130
67 O 2.7314 3.6227 0.3128  -0.549
68 H 2.3269 4.3136 0.8373  -0.172
69 C 8.3174 -5.2546 -3.2731  -1.026
70 Cl 9.4522 -6.5992 -3.1283  0.529
71 Cl 7.4813 -4.9462 -1.7438  0.530
72 H 8.8648 -4.3621 -3.5578  0.024
73 H 7.5806 -5.4961 -4.0320  0.021
74 C 10.4081 -4.2471 0.1957  -0.936
75 O 9.8524 -3.5030 0.9935  0.226
76 O 10.6935 -3.9526 -0.9897  0.242
77 O 10.7792 -5.4187 0.4391  0.280

=====

(4)
Molecular formula: C16H27B2Cl2N2O8P2
Method: DFT, ωB97M-V/def2-TZVPD

Calculated values
* multiplicity: 1
* LUMO energy: -5.388 eV
* gap between HOMO and LUMO: 0.2341 Ha
* HOMO: -0.432 Eh
* net charge: +1

Each line ends with the Löwdin charge.
Geometry (Å):
1 C 4.6687 -0.0756 2.0222  0.118
2 C 3.6393 0.0954 1.0634  -0.032
3 C 2.3012 0.3643 0.1157  -0.011
4 C 2.4632 1.3921 -1.1501  0.060
5 C 3.9217 2.1168 -1.3553  -0.258
6 O 4.9150 1.6154 -2.1411  0.044
7 O 4.2242 3.4152 -0.6860  -0.013
8 C 1.1368 1.6417 -2.1387  -0.044
9 P 1.4073 2.8559 -3.5857  0.753
10 O 0.3108 2.8145 -4.7213  -0.340
11 O 1.6264 4.4900 -2.9236  -0.194
12 O 2.9483 2.5064 -4.3984  -0.217
13 C -0.3055 0.8688 -1.7919  -0.002
14 C -1.6270 1.1235 -2.7855  -0.037
15 B -2.3219 2.6269 -2.5180  -0.455
16 O -1.9688 3.3353 -1.2717  0.041
17 O -3.2435 3.2880 -3.4863  0.057
18 N -0.3818 -0.0591 -0.5608  -0.167
19 P -1.8722 -0.9621 -0.0896  1.005
20 C -3.3737 0.1950 0.1300  -0.390
21 C -3.1258 1.4374 1.2038  -0.165
22 C -2.2209 -2.4271 -1.2632  -0.386
23 C -0.8554 -2.7559 -2.1348  -0.164
24 C 0.8345 -0.3263 0.3512  0.060
25 B 0.6788 -1.3633 1.6304  -0.488
26 O 0.7258 -2.8427 1.3529  -0.005
27 N 0.4716 -0.9706 3.0809  -0.153
28 C -0.5681 0.1121 3.2604  -0.113
29 C 1.7689 -0.6718 3.7987  -0.115
30 H 5.6399 -0.5124 2.5586  0.100
31 H 4.8637 3.1615 0.0673  0.150
32 H 2.2846 4.3986 -2.1466  0.081
33 H 2.7650 2.6251 -5.3910  0.109
34 H -1.3496 0.9646 -3.9361  0.148
35 H -2.5003 0.3522 -2.5780  0.101
36 H -2.0037 4.3124 -1.4894  0.132
37 H -3.9314 3.7385 -2.8804  0.134
38 H -3.8404 0.6011 -0.8772  0.078
39 H -4.2357 -0.4672 0.6237  0.115
40 H -4.1150 2.1038 1.1695  0.104
41 H -3.1045 0.9596 2.2961  0.076
42 H -2.1524 2.0541 0.9946  0.065
43 H -2.3889 -3.3830 -0.5680  0.103
44 H -3.1932 -2.3315 -1.9101  0.095
45 H -0.9869 -3.8636 -2.5474  0.101
46 H -0.7043 -1.9568 -2.9761  0.074
47 H 0.0974 -2.8144 -1.4183  0.083
48 H -0.0354 -3.2654 1.8872  0.069
49 H -0.2946 0.6911 4.2647  0.117
50 H -0.6461 0.8819 2.3829  0.074
51 H -1.6089 -0.4215 3.4947  0.110
52 H 1.6738 -0.6549 4.9675  0.110
53 H 2.1223 0.4146 3.4759  0.094
54 H 2.6453 -1.4195 3.4870  0.107
55 C -0.1362 -6.0025 3.4981  -1.032
56 Cl -1.0468 -4.5781 4.0148  0.523
57 Cl -0.5661 -7.4179 4.4660  0.525
58 H -0.3616 -6.2074 2.4487  0.030
59 H 0.9319 -5.8033 3.6140  0.034

=====

Number 4 is which compound? C16H27B2Cl2N2O8P2